79
Properties=species:S:1:pos:R:3:lowdin_charge:R:1 method="wB97M-V/def2-TZVPD" orbital_gap_ha="0.1031 / 0.2926" multiplicity=2 e_lumo_ev="-0.704 / -0.705" homo_ev="-3.5 / -8.7" energy_ha=-4015.957352
Ag -15.6740 2.3435 -6.5098 0.433
Ag -12.1983 -3.5520 -6.5416 0.823
P -13.3976 -0.1658 -6.5709 0.314
F -13.7764 1.1537 -5.6878 -0.260
F -12.5359 0.8301 -7.6013 -0.176
F -12.2410 -0.3713 -5.4408 -0.166
F -12.9930 -1.4092 -7.5089 -0.186
F -14.2398 -1.2545 -5.5820 -0.211
F -14.8805 0.0289 -7.3049 -0.232
O -14.6708 -4.2945 -7.0888 0.053
C -15.8255 -4.2469 -6.7418 -0.495
O -16.7097 -5.0006 -7.3288 0.051
C -18.1256 -4.7898 -6.8808 -0.070
C -17.8530 -3.9091 -5.6164 -0.142
C -16.5214 -3.2236 -5.8327 -0.049
H -18.5949 -5.6664 -6.4344 0.120
H -18.6729 -4.4245 -7.7497 0.104
H -17.6771 -4.7242 -4.9143 0.112
H -18.7666 -3.3968 -5.3150 0.122
H -15.9372 -3.0163 -4.9361 0.107
H -16.5830 -2.3412 -6.4697 0.122
O -13.2627 -3.3473 -4.2980 0.068
C -13.4813 -3.2945 -3.1371 -0.585
O -13.3590 -4.2853 -2.3532 0.106
C -13.7768 -3.8604 -1.0293 -0.131
C -13.8516 -2.3160 -0.9679 -0.106
C -13.9959 -2.0524 -2.5142 -0.049
H -13.1098 -4.2909 -0.2824 0.122
H -14.7272 -4.3349 -0.7848 0.122
H -12.9102 -2.1074 -0.4597 0.110
H -14.7448 -1.8789 -0.5215 0.115
H -13.4668 -1.1465 -2.8097 0.105
H -15.0674 -1.9126 -2.6575 0.136
O -10.4280 -2.5182 -5.3797 0.009
C -9.6261 -1.8021 -4.7576 -0.521
O -9.3840 -2.0726 -3.5319 0.086
C -8.5078 -1.1213 -2.9366 -0.138
C -8.7978 0.1117 -3.7401 -0.125
C -9.0635 -0.5332 -5.1279 -0.068
H -7.4396 -1.3384 -2.9336 0.139
H -8.9474 -0.8995 -1.9642 0.133
H -7.9502 0.7927 -3.6635 0.124
H -9.7289 0.6154 -3.4806 0.117
H -8.1913 -0.7098 -5.7574 0.142
H -9.6637 0.1375 -5.7426 0.132
O -17.4872 0.7916 -6.7422 -0.034
C -18.0982 0.1119 -7.5689 -0.465
O -19.0467 -0.7626 -7.2375 0.017
C -19.4787 -1.6083 -8.2486 -0.145
C -18.9594 -0.8062 -9.4607 -0.127
C -17.6458 -0.0194 -9.0220 -0.023
H -20.5616 -1.6997 -8.3328 0.133
H -18.9630 -2.5374 -8.0060 0.094
H -19.6244 -0.0076 -9.7894 0.113
H -18.9364 -1.3895 -10.3812 0.102
H -17.5540 0.8646 -9.6531 0.127
H -16.7505 -0.6241 -8.8780 0.099
C -13.5241 1.7772 -2.5384 -0.190
C -12.7523 2.9031 -3.1813 -0.207
O -13.5081 4.0569 -2.9037 -0.209
S -15.0809 3.7831 -2.8358 0.744
O -15.5354 3.4358 -4.2352 -0.385
O -15.6377 4.9261 -2.1079 -0.244
O -14.6685 2.4226 -1.9144 -0.223
H -13.0201 1.2532 -1.7264 0.123
H -13.7686 1.0125 -3.2757 0.090
H -12.3152 2.7195 -4.1628 0.126
H -11.8214 2.9196 -2.6145 0.118
C -14.1893 -2.7360 -9.9515 -0.222
C -13.4444 -3.3178 -11.0979 -0.224
O -14.3417 -3.3585 -12.1387 -0.192
S -15.9139 -3.5306 -11.5725 0.759
O -16.1047 -4.9343 -11.2141 -0.247
O -16.9213 -2.8542 -12.4063 -0.247
O -15.5545 -2.6341 -10.2452 -0.184
H -13.8433 -1.7281 -9.7222 0.128
H -13.8780 -3.3761 -9.1260 0.098
H -13.0231 -4.3203 -11.0230 0.137
H -12.7019 -2.5843 -11.4124 0.141



19
Properties=species:S:1:pos:R:3:lowdin_charge:R:1 method="wB97M-V/def2-TZVPD" orbital_gap_ha=0.3481 de_lowest_kcal_mol=137.23 e_lumo_ev=-0.166 homo_ev=-9.6 energy_ha=-456.335510
C -2.1326 1.7850 -0.1952 -0.013
C 0.4712 -0.5217 1.6481 -0.041
C -1.2474 0.5993 0.1043 -0.353
C -0.6547 0.4547 1.5038 -0.346
N -1.0670 1.1095 2.5122 0.168
O -1.0103 -0.2285 -0.7537 0.072
H -1.8221 1.7567 2.2846 0.047
H -2.4279 1.7561 -1.2410 0.086
H -1.6066 2.7210 0.0063 0.094
H -3.0277 1.7666 0.4308 0.087
H 1.3077 -0.2493 1.0016 0.068
H 0.1607 -1.5219 1.3391 0.085
H 0.8046 -0.5418 2.6828 0.081
C 2.8504 -1.2983 -2.3634 -0.115
O 1.0738 -2.0944 -1.3751 -0.176
N 2.4953 -1.1551 -1.1814 0.049
H 0.3279 -1.4887 -1.1764 0.018
H 1.7231 -2.0065 -2.5354 0.129
H 3.7816 -0.8427 -2.6919 0.060



91
Properties=species:S:1:pos:R:3:lowdin_charge:R:1 method="wB97M-V/def2-TZVPD" orbital_gap_ha=0.3518 charge=+2 e_lumo_ev=-4.402 homo_ev=-14.0 energy_ha=-3141.055899
Cu 0.1901 2.2487 1.5973 0.532
Ba 0.3423 -1.7669 0.9390 2.019
C -1.6192 0.8017 0.3814 -0.248
O -0.4459 0.6430 1.2187 -0.696
H -2.4698 0.2572 0.8917 0.097
H -1.8725 1.8806 0.2906 0.081
H -1.5008 0.4537 -0.6155 0.022
C -2.5417 -4.3108 4.5002 -0.019
C -2.3732 -3.2948 3.3222 -0.452
C -2.3662 -1.8259 3.7950 -0.015
O -1.1239 -3.5026 2.6610 -0.240
H -2.5089 -5.3302 4.1091 0.089
H -3.5295 -4.0315 4.8451 0.092
H -1.8510 -4.1958 5.2712 0.062
H -3.1638 -3.5450 2.6155 0.135
H -1.7212 -1.8303 4.6366 0.079
H -3.3166 -1.4337 4.0215 0.079
H -1.9496 -1.1786 2.9966 0.051
H -0.9580 -4.4889 2.5307 0.133
C 0.3087 2.5494 -3.7487 -0.027
C 1.4272 3.5792 -3.3454 -0.477
C 1.2432 4.0055 -1.9109 -0.055
O 2.7219 3.0486 -3.4867 -0.053
H 0.4709 1.7122 -3.0779 0.040
H 0.4248 2.2667 -4.8184 0.095
H -0.6789 2.9985 -3.6600 0.078
H 1.3064 4.4956 -3.9829 0.154
H 0.3223 4.6285 -1.8862 0.106
H 2.0488 4.5872 -1.5704 0.062
H 1.1002 3.2315 -1.1786 0.046
H 3.0371 3.1032 -4.3877 0.106
C 2.8077 5.2265 1.9217 -0.018
C 2.1585 4.1240 2.7894 -0.326
C 1.9387 4.3438 4.3154 -0.021
O 0.8028 3.8347 2.1293 -0.189
H 2.0237 6.0186 1.7803 0.107
H 3.1215 4.8702 0.9714 0.060
H 3.6795 5.6610 2.4301 0.098
H 2.6058 3.1427 2.6024 0.123
H 1.2590 5.1527 4.7050 0.116
H 2.8980 4.3870 4.7625 0.073
H 1.5597 3.4687 4.7547 0.054
H 0.2994 4.6476 2.0928 0.105
C 5.2494 -2.1099 2.0017 -0.033
C 3.8530 -2.2563 2.5726 -0.429
C 3.3071 -0.9719 3.1982 -0.041
O 2.9612 -2.5605 1.4570 -0.226
H 5.9928 -1.8353 2.6727 0.071
H 5.1791 -1.3106 1.2643 0.090
H 5.6060 -3.0344 1.5047 0.108
H 3.8476 -3.1331 3.2766 0.160
H 2.1848 -0.9240 3.2644 0.065
H 3.5536 -0.1015 2.5364 0.098
H 3.7240 -0.7403 4.1322 0.071
H 3.4926 -2.9254 0.7765 0.050
C 3.2325 0.1778 -2.3047 -0.018
C 1.9974 -0.7466 -2.2919 -0.424
C 2.3673 -2.2284 -2.0686 -0.053
O 1.1322 -0.3768 -1.1694 -0.294
H 4.0485 -0.1440 -2.9750 0.110
H 3.5879 0.1562 -1.2850 0.082
H 2.8661 1.1360 -2.6569 0.046
H 1.4424 -0.6149 -3.2456 0.145
H 1.6609 -2.7878 -1.4435 0.025
H 3.3661 -2.2649 -1.6407 0.077
H 2.3706 -2.8267 -3.0009 0.104
H 0.8959 0.5848 -1.2681 0.090
C -6.0845 1.8864 -2.2904 -0.053
C -5.2593 0.7321 -1.6826 -0.431
C -5.3402 -0.4797 -2.6326 -0.063
O -3.8499 1.1383 -1.5609 -0.087
H -7.1719 1.7378 -2.2147 0.094
H -5.8202 2.0084 -3.3356 0.083
H -5.9323 2.7805 -1.7466 0.062
H -5.6492 0.4651 -0.7314 0.123
H -4.6735 -0.2478 -3.4686 0.076
H -6.3898 -0.5925 -3.0507 0.112
H -4.9398 -1.3672 -2.1192 0.060
H -3.5919 1.3825 -2.4667 0.089
C -2.1195 -2.0702 -1.5420 -0.085
C -1.7319 -3.4799 -1.8100 -0.365
C -0.8401 -3.6933 -3.0701 -0.020
O -0.8002 -3.9303 -0.6408 -0.220
H -2.6111 -1.9134 -0.5797 0.089
H -2.8479 -1.6408 -2.2289 0.080
H -1.2156 -1.4530 -1.5959 0.045
H -2.5831 -4.1458 -1.8232 0.138
H -0.1975 -2.8127 -2.9387 0.060
H -1.4907 -3.6088 -3.9872 0.115
H -0.3605 -4.6668 -3.1085 0.087
H -0.5261 -4.8239 -0.8916 0.083



11
Properties=species:S:1:pos:R:3:lowdin_charge:R:1 method="wB97M-V/def2-TZVPD" orbital_gap_ha=0.2427 de_lowest_kcal_mol=129.86 e_lumo_ev=-0.805 homo_ev=-7.4 energy_ha=-343.185412
O 2.0860 -1.5413 -0.0307 0.181
C 1.3833 -0.6038 0.0009 -0.224
O -0.4926 -2.3091 -0.2483 0.068
C -0.6936 -1.1202 -0.1557 -0.259
C -1.1455 0.2674 -0.1299 -0.157
C -0.1262 1.2058 0.1096 -0.082
C 1.1856 0.7458 0.1762 -0.076
H -1.8234 -0.8567 0.5252 0.211
H -2.1255 0.5934 -0.4833 0.109
H -0.3251 2.2730 0.1732 0.115
H 2.0770 1.3456 0.0629 0.114



51
Properties=species:S:1:pos:R:3:lowdin_charge:R:1 method="wB97M-V/def2-TZVPD" orbital_gap_ha=0.2458 e_lumo_ev=-1.948 homo_ev=-8.6 energy_ha=-6486.490975
C -5.6015 -0.2813 -3.6263 -0.138
C -4.1687 -0.6541 -3.0657 -0.663
Cl -4.2823 -1.8485 -1.7029 0.607
C -3.3670 0.6861 -2.6884 -0.146
C -2.9551 0.7529 -1.1953 -0.183
C -3.9323 0.9664 -0.1105 -0.525
Cl -5.6147 1.4509 -0.4721 0.690
C -3.5279 0.7289 1.2846 -0.381
P -4.6572 1.2250 2.7084 0.307
S -5.6647 -0.2203 3.5005 0.090
C -2.2109 0.1296 1.5480 -0.350
P -1.8619 -0.9187 3.0635 0.604
O -0.3670 -1.6511 2.9049 -0.375
Br -3.2989 -2.6801 2.7688 0.235
C -1.1539 0.3759 0.5725 -0.039
C -1.5658 0.6426 -0.8221 0.007
C -0.2606 0.7045 -1.6598 -0.302
O -0.1314 0.7696 -2.8360 0.173
N 0.8070 0.6854 -0.6575 0.049
F 1.1311 2.0623 -0.5816 0.007
C 0.3897 0.4385 0.7301 -0.320
O 1.1053 0.3959 1.6669 0.163
H -6.0023 0.5964 -3.0521 0.037
H -6.3121 -1.1499 -3.5755 0.078
H -5.4868 -0.0163 -4.7064 0.084
H -3.6190 -1.1187 -3.9212 0.100
H -2.4317 0.6794 -3.2915 0.105
H -4.0221 1.5581 -2.9400 0.113
H -3.9415 2.0467 3.6439 -0.004
H -5.5965 2.1213 2.0958 -0.046
H -0.3383 -2.2776 2.1543 0.061
C 3.9517 -0.6170 3.2834 -0.267
S 5.5554 0.2017 3.2662 0.796
O 6.4024 -0.4532 4.3008 -0.559
C 4.9733 1.7631 3.9555 -0.276
H 4.0832 -1.6370 2.9236 0.055
H 3.5555 -0.6391 4.2997 0.061
H 3.2649 -0.0873 2.6233 0.022
H 4.5137 1.5910 4.9297 0.056
H 4.2526 2.2161 3.2732 0.049
H 5.8294 2.4271 4.0704 0.047
C 3.8500 0.0209 -1.8191 -0.268
S 3.3876 -1.6579 -2.2820 0.789
O 3.6076 -2.5253 -1.0911 -0.559
C 4.7725 -1.9227 -3.4055 -0.273
H 3.1361 0.3808 -1.0824 0.012
H 4.8519 0.0241 -1.3866 0.060
H 3.8167 0.6643 -2.6997 0.058
H 5.7144 -1.7937 -2.8709 0.058
H 4.7093 -1.2163 -4.2342 0.052
H 4.7107 -2.9395 -3.7916 0.049



12
Properties=species:S:1:pos:R:3:lowdin_charge:R:1 method="wB97M-V/def2-TZVPD" orbital_gap_ha=0.3294 de_lowest_kcal_mol=81.95 e_lumo_ev=-0.184 homo_ev=-9.1 energy_ha=-683.477323
O 2.0052 1.3043 1.1226 0.056
C 1.0205 0.6019 0.8811 -0.355
C 1.1844 -0.7104 -0.0321 -0.076
N 0.3935 -1.1949 -0.8887 -0.017
C -0.9881 -0.8874 -1.2012 -0.521
S -1.9183 0.0607 0.0580 0.810
C -0.4451 1.1884 0.8459 -0.296
H 2.0862 -1.2458 -0.1010 0.092
H -0.8508 -0.3079 -2.1667 0.107
H -1.4404 -1.8108 -1.3632 0.046
H -0.4003 2.3899 1.1335 0.158
H -0.6469 0.6119 1.7117 -0.004



9
Properties=species:S:1:pos:R:3:lowdin_charge:R:1 method="wB97M-V/def2-TZVPD" orbital_gap_ha="0.2816 / 0.3064" de_lowest_kcal_mol=161.41 e_lumo_ev="-0.903 / -0.144" homo_ev="-8.6 / -8.5" energy_ha=-589.867430
C -1.1491 -0.4434 0.7255 -0.215
C -0.2631 -0.1268 -0.1797 -0.572
C 0.3382 0.8028 -1.0784 -0.081
O 0.9300 -1.5602 2.5832 -0.473
S 0.0482 -1.7671 0.4357 0.960
H -1.6884 0.0030 1.4981 0.076
H 0.2323 0.7443 -2.2316 0.132
H 1.4144 0.5818 -1.0861 0.093
H 0.1375 1.7656 -0.6666 0.079



99
Properties=species:S:1:pos:R:3:lowdin_charge:R:1 method="wB97M-V/def2-TZVPD" orbital_gap_ha=0.3076 e_lumo_ev=-0.210 homo_ev=-8.6 energy_ha=-3546.859180
C 2.0019 3.4511 3.8747 0.062
C 0.7839 3.5429 3.1351 -0.225
Si -0.8278 4.0840 2.1697 0.280
O -0.6669 5.7707 1.6485 -0.533
Si -0.5646 6.7098 3.1661 0.565
P -2.6935 3.6896 3.2578 0.749
O -2.6829 4.3281 4.8808 -0.413
O -3.9865 4.5311 2.3830 -0.372
H 3.0765 3.6742 4.3435 0.066
H -0.8608 3.2186 0.9632 -0.018
H -1.8351 7.4612 3.3217 -0.060
H 0.6135 7.6025 3.1769 -0.065
H -0.4799 5.7634 4.2796 -0.076
H -2.1205 3.7547 5.4949 0.079
H -4.0018 5.5015 2.6426 0.062
F 5.3072 2.9481 6.4095 0.054
C 5.7988 2.1404 5.4605 -0.303
C 5.6823 0.7625 5.6071 -0.019
C 6.1895 -0.0788 4.6168 -0.079
C 6.8178 0.4676 3.4951 -0.090
C 6.9343 1.8518 3.3595 -0.084
C 6.4172 2.6929 4.3445 -0.023
H 5.1985 0.3559 6.4892 0.116
H 6.0965 -1.1572 4.7183 0.105
H 7.2172 -0.1890 2.7251 0.103
H 7.4275 2.2747 2.4876 0.098
H 6.4911 3.7713 4.2508 0.115
F -0.6928 0.5481 4.3428 0.045
C -0.2012 -0.2596 3.3939 -0.283
C -0.3177 -1.6375 3.5404 -0.015
C 0.1895 -2.4788 2.5502 -0.082
C 0.8178 -1.9324 1.4284 -0.113
C 0.9343 -0.5482 1.2929 -0.066
C 0.4172 0.2929 2.2778 -0.019
H -0.8015 -2.0441 4.4225 0.115
H 0.0965 -3.5572 2.6516 0.107
H 1.2172 -2.5890 0.6585 0.093
H 1.4275 -0.1253 0.4209 0.107
H 0.4911 1.3713 2.1842 0.045
F -1.2293 1.6898 -1.2043 0.046
C -1.2157 2.4796 -2.2862 -0.291
C -2.0781 2.2079 -3.3426 -0.016
C -2.0679 3.0330 -4.4672 -0.083
C -1.1867 4.1154 -4.5273 -0.098
C -0.3214 4.3770 -3.4640 -0.080
C -0.3398 3.5584 -2.3350 -0.019
H -2.7497 1.3578 -3.2817 0.116
H -2.7437 2.8336 -5.2951 0.105
H -1.1760 4.7561 -5.4065 0.100
H 0.3664 5.2176 -3.5148 0.106
H 0.3198 3.7525 -1.4957 0.097
F 0.9369 -3.6151 -2.2863 0.062
C 0.0245 -4.4660 -1.7984 -0.281
C -0.7830 -4.0694 -0.7381 -0.016
C -1.7366 -4.9533 -0.2331 -0.084
C -1.8646 -6.2292 -0.7876 -0.076
C -1.0459 -6.6198 -1.8483 -0.079
C -0.1002 -5.7318 -2.3602 -0.040
H -0.6636 -3.0774 -0.3148 0.093
H -2.3782 -4.6500 0.5905 0.082
H -2.6054 -6.9199 -0.3904 0.102
H -1.1445 -7.6148 -2.2754 0.101
H 0.5383 -6.0157 -3.1902 0.112
F 6.1552 2.3579 0.1627 0.056
C 5.4818 3.5120 0.0664 -0.292
C 6.1844 4.7066 -0.0479 -0.022
C 5.4837 5.9080 -0.1534 -0.084
C 4.0868 5.9024 -0.1324 -0.094
C 3.3907 4.6986 -0.0122 -0.081
C 4.0916 3.4965 0.0819 -0.012
H 7.2694 4.6922 -0.0540 0.114
H 6.0236 6.8466 -0.2509 0.104
H 3.5407 6.8401 -0.2102 0.102
H 2.3036 4.6971 0.0080 0.091
H 3.5664 2.5510 0.1669 0.113
F -2.1293 -7.4557 -4.4145 0.058
C -2.1157 -6.6658 -5.4964 -0.275
C -2.9781 -6.9376 -6.5529 -0.017
C -2.9679 -6.1125 -7.6774 -0.085
C -2.0867 -5.0300 -7.7376 -0.099
C -1.2214 -4.7685 -6.6742 -0.076
C -1.2398 -5.5871 -5.5453 -0.007
H -3.6497 -7.7877 -6.4919 0.115
H -3.6437 -6.3118 -8.5054 0.104
H -2.0760 -4.3894 -8.6168 0.100
H -0.5336 -3.9279 -6.7250 0.107
H -0.5802 -5.3930 -4.7059 0.080
F -4.6448 -5.4280 0.5194 0.057
C -5.3182 -4.2739 0.4230 -0.279
C -4.6156 -3.0794 0.3088 -0.012
C -5.3163 -1.8779 0.2033 -0.073
C -6.7132 -1.8836 0.2243 -0.097
C -7.4093 -3.0873 0.3444 -0.085
C -6.7084 -4.2894 0.4386 -0.018
H -3.5306 -3.0937 0.3027 0.089
H -4.7764 -0.9393 0.1057 0.107
H -7.2593 -0.9459 0.1465 0.101
H -8.4964 -3.0889 0.3647 0.104
H -7.2336 -5.2350 0.5236 0.115